ORCA calculation (wB97M-V/def2-TZVPD) on an isolated molecule of C2H4NO2P in a non-equilibrium geometry.

Calculated values
LUMO in eV: -0.428
Spin multiplicity: 1
SMILES string: CC(=O)NP=O
Relative energy (zero: lowest compared OMol25 entry of this formula, charge and spin) in kJ/mol: 0.00

```
10
Properties=species:S:1:pos:R:3:forces:R:3
C 0.157207 0.732005 0.044283 -0.4 0.6 0.4
C 1.540209 0.163782 -0.010125 -1.6 -0.6 0.7
N -0.886573 -0.227948 0.153451 0.3 -0.9 -1.0
O -0.047926 1.912087 0.010369 -0.5 0.5 0.1
O -3.151995 -1.452965 -0.005978 0.1 -0.6 -0.1
P -2.605993 -0.100194 0.056018 0.6 1.3 0.3
H 1.458609 -0.576557 -0.760233 0.6 -1.4 -0.4
H 2.252846 0.852812 -0.288131 1.2 1.9 -0.9
H 1.858736 -0.147711 0.968218 -0.1 -0.9 0.3
H -0.575118 -1.155308 -0.167870 -0.2 0.3 0.7
```
Positions in Å, forces in eV/Å.

Here are the natural (NBO) charges for atoms 1 to 6, given in e: 0.70 -0.71 -1.02 -0.55 -1.01 1.48



ORCA calculation (wB97M-V/def2-TZVPD) on a structure of composition C34H37As2I2N3O4SZn in a non-equilibrium geometry.

Calculated values
Total charge: +2
LUMO in eV: -6.919
Spin multiplicity: 1

```
84
Properties=species:S:1:pos:R:3:forces:R:3
Zn -0.102647 -0.175484 -0.020764 0.4 0.5 -0.1
C -1.422368 -3.191461 0.563772 -0.2 0.0 0.1
C -2.005791 -2.316477 1.670854 0.1 -0.2 0.1
As -2.379609 -0.498571 0.999266 -0.7 -0.6 0.4
C -3.769051 -0.835394 -0.326546 0.3 0.2 0.1
C -4.937516 -1.502939 0.032094 0.2 0.0 0.3
C -5.916646 -1.737857 -0.916105 0.0 0.0 0.0
C -5.737566 -1.304587 -2.221267 0.1 0.0 0.0
C -4.573491 -0.649234 -2.584855 0.0 0.0 -0.1
C -3.593263 -0.404460 -1.638246 0.3 0.1 0.1
C -3.363965 0.268149 2.509545 0.2 0.2 -0.3
C -4.308468 1.254781 2.235755 0.2 -0.1 -0.4
C -5.067877 1.785962 3.263938 0.0 0.0 0.0
C -4.884976 1.340888 4.564712 0.0 0.0 -0.1
C -3.929487 0.376698 4.841067 0.0 0.0 0.0
C -3.160581 -0.156833 3.819078 0.3 -0.2 -0.2
As 0.399057 -2.646921 0.012650 -0.4 -0.7 0.0
C 0.509605 -3.708929 -1.616568 0.2 0.3 0.0
C -0.391053 -3.442693 -2.645314 -0.1 0.2 0.2
C -0.367351 -4.207831 -3.797504 0.0 0.0 0.0
C 0.550835 -5.239724 -3.924494 0.0 0.0 0.0
C 1.457376 -5.496549 -2.907309 0.0 0.0 0.0
C 1.450426 -4.723646 -1.757101 0.0 0.2 0.4
C 1.598535 -3.492061 1.296914 -0.1 0.3 -0.2
C 1.287781 -4.720353 1.874822 -0.4 0.0 -0.2
C 2.168365 -5.309472 2.766875 0.0 0.0 0.0
C 3.364246 -4.680035 3.079761 0.0 0.0 0.0
C 3.689801 -3.469747 2.487295 0.0 0.0 0.0
C 2.810224 -2.875401 1.597005 -0.2 0.2 -0.2
H -2.069825 -3.145258 -0.322932 0.3 -0.1 0.0
H -1.402535 -4.241227 0.886043 0.1 0.3 -0.2
H -1.302720 -2.259705 2.515064 -0.2 0.1 -0.1
H -2.941942 -2.755470 2.048031 0.2 0.3 -0.1
H -5.073094 -1.830914 1.058599 -0.1 0.0 -0.1
H -6.819197 -2.259008 -0.639304 -0.1 0.0 0.1
H -6.503926 -1.472735 -2.960203 -0.1 -0.1 -0.1
H -4.432959 -0.323962 -3.603587 0.0 0.1 -0.1
H -2.689712 0.135925 -1.923989 -0.1 -0.1 0.0
H -4.446197 1.585594 1.208006 -0.1 0.0 0.2
H -5.806436 2.543162 3.052865 -0.1 0.1 -0.1
H -5.490660 1.745378 5.360585 0.0 0.0 0.1
H -3.780014 0.036157 5.854273 0.0 0.0 0.1
H -2.405853 -0.901801 4.046002 -0.1 0.0 0.0
H -1.117577 -2.637519 -2.552408 0.0 -0.1 0.0
H -1.067962 -4.006154 -4.593682 -0.1 0.0 -0.1
H 0.557208 -5.849054 -4.815685 0.0 0.0 -0.1
H 2.171262 -6.302299 -3.004716 0.0 0.0 0.0
H 2.166320 -4.906861 -0.961207 0.0 -0.1 -0.1
H 0.362055 -5.227745 1.621413 0.1 0.0 0.1
H 1.925246 -6.263981 3.211600 0.0 0.0 0.0
H 4.040690 -5.143630 3.781200 0.1 0.0 0.0
H 4.630369 -2.991621 2.715451 0.1 0.0 0.0
H 3.066438 -1.930062 1.125086 0.0 -0.1 0.1
I 0.439673 0.361804 -3.014609 0.0 -0.1 0.3
I 2.878333 -0.619703 -2.585708 -0.1 0.0 0.0
C 4.642198 5.277061 -3.945698 -0.2 -0.1 -0.1
C 5.104385 5.257501 -2.508320 -0.5 -0.3 0.3
S 4.023157 4.270335 -1.422756 -0.4 0.0 0.2
O 4.843002 3.600189 -0.443195 0.6 0.4 0.2
O 3.116642 3.395972 -2.143832 0.0 0.4 -0.4
C 2.958399 5.439907 -0.480115 0.5 -0.4 -0.5
C 2.498414 4.751532 0.796028 0.7 0.5 0.2
N 1.499260 3.727742 0.554382 -0.6 -0.3 0.0
C 1.684322 2.398864 0.495519 0.1 -0.4 0.1
N 0.521676 1.767789 0.307714 -0.2 -0.5 0.0
C -0.444048 2.716627 0.234013 -0.2 1.0 0.0
C 0.145234 3.943256 0.377701 -0.3 -1.3 -0.1
N -0.524778 5.206023 0.338695 -0.1 -0.3 0.0
O 0.149029 6.203491 0.436853 0.2 0.6 0.0
O -1.720867 5.150588 0.195959 -0.4 0.1 0.0
C 2.952590 1.662709 0.584625 0.5 0.0 -0.1
H 5.235056 5.990501 -4.515490 0.0 0.0 0.0
H 3.597829 5.571982 -4.008133 -0.1 0.0 -0.1
H 4.755557 4.296980 -4.404214 -0.1 0.0 0.0
H 5.110937 6.247885 -2.060884 0.1 0.1 0.1
H 6.085553 4.806294 -2.387509 0.1 -0.1 0.1
H 2.136511 5.740534 -1.122757 0.0 0.1 -0.1
H 3.557098 6.306450 -0.217854 0.1 0.1 0.0
H 2.073580 5.498291 1.475014 0.2 -0.3 -0.2
H 3.370847 4.281940 1.257283 -0.2 0.0 0.1
H -1.484794 2.485953 0.084191 0.0 0.1 0.0
H 3.597132 2.002068 1.392512 -0.1 0.0 0.1
H 3.515848 1.821942 -0.335528 0.0 -0.2 0.1
H 2.738701 0.600462 0.700276 0.0 0.0 0.1
```
Positions in Å, forces in eV/Å.

Here are the Mulliken charges for atoms 1 to 6, given in e: 0.43 -1.55 -1.13 1.12 0.40 -0.28



ORCA calculation (wB97M-V/def2-TZVPD) on an isolated molecule of C5H6O.

Calculated values
LUMO (alpha / beta) in eV: -0.837 / -0.837
Spin multiplicity: 1
Relative energy (zero: lowest compared OMol25 entry of this formula, charge and spin) in kJ/mol: 461.19

```
12
Properties=species:S:1:pos:R:3:forces:R:3
C -2.593393 0.413946 -0.469661 -0.1 0.0 0.1
C -1.385755 -0.166144 -0.145284 0.3 0.0 0.3
C -0.275717 -0.408857 0.466584 -0.4 0.0 -0.3
C 1.092817 -0.744570 0.224983 0.0 -0.1 -0.1
O 1.402897 -1.851723 -0.195560 -0.1 0.3 0.1
C 2.134305 0.288672 0.603069 0.0 0.0 0.0
H -2.807781 1.463629 -0.279757 0.1 -0.1 -0.1
H -1.462746 -0.403567 -1.286011 0.1 -0.1 -0.1
H -3.333198 -0.162739 -1.015601 0.1 0.1 0.1
H 1.713403 1.288485 0.746658 0.0 -0.2 0.0
H 2.619378 -0.028251 1.532152 -0.1 0.0 -0.1
H 2.895788 0.311116 -0.181577 -0.1 0.0 0.1
```
Positions in Å, forces in eV/Å.

Here are the natural (NBO) charges for atoms 1 to 6, given in e: -0.34 -0.36 0.01 0.46 -0.57 -0.70



ORCA calculation (wB97M-V/def2-TZVPD) on a structure of composition C23H35CuF5IN2O2SbSi2.

Calculated values
Total charge: -1
LUMO in eV: 1.910
Spin multiplicity: 1

```
72
Properties=species:S:1:pos:R:3:forces:R:3
Cu 0.369957 -0.768966 0.540999 0.0 -0.2 0.0
C 2.123383 -1.705834 3.270413 0.0 0.0 0.0
Si 3.093763 -1.011863 1.813898 0.0 0.0 0.0
C 3.318553 0.839829 2.074546 0.0 0.0 0.0
C 4.838837 -1.743398 2.001467 0.0 0.0 0.0
C 2.240084 -1.402777 0.222414 -0.1 0.1 0.0
C 2.107739 -2.872867 -0.025457 0.0 0.0 0.0
C 3.230387 -3.699664 -0.220718 0.0 0.0 0.0
C 3.072867 -5.047456 -0.475857 0.0 0.0 0.0
C 1.791120 -5.576376 -0.537503 0.0 0.0 0.0
C 0.734739 -4.704595 -0.337039 0.0 0.0 0.0
N 0.872563 -3.404667 -0.090583 0.1 0.0 0.0
Si 2.764083 -0.550274 -1.331555 0.0 0.0 0.0
C 1.820503 -1.272215 -2.793976 0.0 0.0 0.0
C 2.443583 1.306402 -1.334601 0.0 0.0 0.0
C 4.607166 -0.732071 -1.751879 0.0 0.0 0.0
H 2.665703 -1.578585 4.212079 0.0 0.0 0.0
H 1.936755 -2.774103 3.127879 0.0 0.0 0.0
H 1.151516 -1.214647 3.360162 0.0 0.0 0.0
H 3.678565 1.021220 3.091764 0.0 0.0 0.0
H 2.377628 1.376889 1.942581 0.0 0.0 0.0
H 4.060728 1.251499 1.385097 0.0 0.0 0.0
H 5.301894 -1.356714 2.914700 0.0 0.0 0.0
H 5.485138 -1.478489 1.160345 0.0 0.0 0.0
H 4.818077 -2.832795 2.080646 0.0 0.0 0.0
H 4.218488 -3.263866 -0.172826 0.0 0.0 0.0
H 3.940369 -5.679965 -0.627197 0.0 0.0 0.0
H 1.614184 -6.625339 -0.734759 0.0 0.0 0.0
H -0.288351 -5.067908 -0.374269 0.0 0.0 0.0
H 0.745292 -1.137637 -2.651457 0.0 0.0 0.0
H 2.007032 -2.344571 -2.896029 0.0 0.0 0.0
H 2.108337 -0.787881 -3.731520 0.0 0.0 0.0
H 1.370515 1.497561 -1.371792 0.0 0.0 0.0
H 2.903279 1.760855 -2.218052 0.0 0.0 0.0
H 2.841618 1.800479 -0.447317 0.0 0.0 0.0
H 4.902673 -1.778647 -1.858221 0.0 0.0 0.0
H 5.231511 -0.286279 -0.972154 0.0 0.0 0.0
H 4.837528 -0.224593 -2.693602 0.0 0.0 0.0
F -5.833995 -1.363310 -2.409405 0.0 0.0 0.0
C -4.768508 -1.200237 -1.600381 0.0 0.0 0.0
C -4.757423 -1.733623 -0.319958 0.0 0.0 0.0
F -5.830406 -2.419161 0.107718 0.0 0.0 0.0
C -3.677257 -1.552845 0.515113 0.0 0.0 0.0
F -3.727996 -2.093192 1.743580 0.0 0.0 0.0
C -2.507781 -0.841974 0.135870 -0.1 -0.1 0.0
O -1.515491 -0.700668 0.926338 0.1 0.1 0.0
C -2.583737 -0.312078 -1.172181 0.0 0.0 0.0
F -1.519035 0.383259 -1.654032 0.0 0.0 0.0
C -3.664658 -0.483093 -2.015333 0.0 0.0 0.0
F -3.642192 0.051339 -3.247936 0.0 0.0 0.0
C -5.801784 1.602142 0.749064 0.0 0.0 0.0
Sb -3.929672 2.666458 0.760870 0.0 0.0 0.0
C -4.847847 4.553076 1.282661 0.0 0.0 0.0
C -3.998425 3.117433 -1.347008 0.0 0.0 0.0
H -6.600178 2.271909 0.426714 0.0 0.0 0.0
H -6.030380 1.210942 1.739654 0.0 0.0 0.0
H -5.731413 0.766455 0.054417 0.0 0.0 0.0
H -5.694918 4.743738 0.621985 0.0 0.0 0.0
H -4.123219 5.360821 1.182939 0.0 0.0 0.0
H -5.198183 4.525166 2.314715 0.0 0.0 0.0
H -5.030936 3.079896 -1.696548 0.0 0.0 0.0
H -3.403617 2.417776 -1.931954 0.0 0.0 0.0
H -3.609222 4.126027 -1.496979 0.0 0.0 0.0
N -0.621676 3.035976 -0.615169 0.0 0.0 0.0
C 0.067744 3.117325 0.543676 0.0 0.0 0.0
O 0.174613 2.197427 1.324806 0.1 0.0 0.1
C 0.748572 4.446221 0.816982 0.0 0.0 0.0
I -0.675200 6.019940 1.116216 0.0 0.0 0.0
H -1.027187 2.147282 -0.869645 0.0 0.0 0.0
H -0.677225 3.807161 -1.254661 0.0 0.0 0.0
H 1.376430 4.760545 -0.012794 0.0 0.0 0.0
H 1.324405 4.362196 1.730026 0.0 0.0 0.0
```
Positions in Å, forces in eV/Å.

Here are the natural (NBO) charges for atoms 1 to 6, given in e: 0.76 -1.13 1.72 -1.14 -1.13 -1.51



ORCA calculation (wB97M-V/def2-TZVPD) on a structure of composition C17H40N9PtS in a non-equilibrium geometry.

Calculated values
Total charge: +3
LUMO in eV: -9.443
Spin multiplicity: 1
Relative energy (zero: lowest compared OMol25 entry of this formula, charge and spin) in kJ/mol: 0.00

```
68
Properties=species:S:1:pos:R:3:forces:R:3
Pt 0.217445 0.223548 -0.659302 0.6 0.4 0.0
N 3.017873 3.372708 -2.284575 0.1 0.2 0.1
C 3.249748 3.722987 -0.811991 0.0 0.0 0.3
C 3.906084 2.554293 -0.071758 -0.1 -0.2 -0.2
C 2.962361 1.485058 0.495934 0.0 0.2 0.1
N 2.498488 0.485842 -0.529543 -1.0 -0.3 -0.1
C 1.784536 2.119551 1.231849 0.0 -0.1 -0.1
C 1.016588 3.138898 0.399911 0.3 0.1 0.1
N 0.216312 2.444950 -0.657469 -0.5 -1.0 0.4
C 1.959836 4.218160 -0.150091 -0.1 -0.1 -0.2
H 3.903742 3.128231 -2.738466 0.0 0.0 0.0
H 2.641671 4.179957 -2.792102 0.0 0.0 0.0
H 2.372855 2.589982 -2.392204 0.0 0.0 -0.2
H 3.959742 4.548448 -0.852114 0.0 0.0 -0.1
H 4.429725 2.987333 0.782206 0.0 0.0 0.0
H 4.685046 2.094229 -0.688806 0.1 0.0 0.1
H 3.535792 0.935684 1.242636 0.1 -0.1 -0.1
H 2.712639 -0.446008 -0.185724 0.2 0.1 0.0
H 3.013531 0.561094 -1.400787 0.1 -0.1 0.0
H 2.157743 2.602622 2.137318 0.0 0.0 0.0
H 1.097427 1.329436 1.545203 0.0 0.1 0.2
H 0.321619 3.645957 1.069368 -0.1 0.0 -0.1
H 0.344464 2.862053 -1.572689 -0.1 -0.1 -0.1
H -0.779501 2.554453 -0.472812 0.0 0.2 -0.1
H 2.269802 4.820967 0.705159 0.0 0.0 0.0
H 1.424129 4.903688 -0.814996 0.0 0.0 0.0
C -3.751698 3.443447 1.813394 0.0 0.0 0.0
C -2.415633 2.714921 1.790797 -0.1 0.1 0.1
N -2.546871 1.336176 2.264978 0.1 0.0 0.0
C -2.561198 0.215674 1.549186 0.4 -0.1 0.4
S -2.166348 0.182427 -0.165365 0.5 0.2 -1.0
N -2.956336 -0.898451 2.144176 0.0 0.1 0.0
C -3.287312 -2.186640 1.518107 -0.2 -0.1 -0.1
C -4.734222 -2.231614 1.047135 0.1 0.0 0.1
H -3.634897 4.444895 1.400706 0.0 0.0 0.0
H -4.129761 3.547043 2.830352 0.0 0.0 0.0
H -4.493499 2.912377 1.217063 0.0 0.0 0.0
H -1.694780 3.220192 2.436154 0.0 0.0 0.0
H -2.026723 2.673756 0.778265 -0.1 0.0 0.0
H -2.892290 1.267912 3.215557 0.0 0.0 0.0
H -3.295337 -0.805904 3.095193 0.0 0.0 0.0
H -3.098344 -2.955214 2.266501 0.1 0.0 0.0
H -2.607597 -2.343071 0.686595 0.0 0.0 0.1
H -5.419098 -2.050501 1.875655 0.0 0.0 0.0
H -4.958193 -3.217120 0.641262 0.0 0.0 0.0
H -4.915124 -1.485624 0.272553 0.0 0.0 0.0
C -0.891825 -2.456151 -1.655884 -0.1 -0.4 -0.2
N -0.817954 -3.887071 -1.715778 -0.1 -0.1 -0.2
C -0.724352 -4.453139 -0.368797 0.0 0.1 0.0
N 0.478665 -3.957375 0.314329 0.1 -0.1 0.1
C 0.421164 -2.527089 0.406109 0.0 -0.4 0.1
N 0.330771 -1.883839 -0.959873 -0.3 1.3 0.7
C 1.526593 -2.350945 -1.757172 0.1 -0.1 -0.1
N 1.571609 -3.780094 -1.820556 0.3 -0.1 -0.1
C 0.364333 -4.290196 -2.482276 0.0 0.1 0.1
C 1.656598 -4.346246 -0.470847 -0.1 0.1 0.0
H -1.777231 -2.141883 -1.112521 0.1 0.0 0.0
H -0.934091 -2.047154 -2.666790 0.1 0.1 0.0
H -0.673835 -5.537967 -0.436756 0.0 0.0 0.0
H -1.609612 -4.182538 0.207426 0.0 0.0 0.0
H 1.321916 -2.160251 0.906613 0.0 0.1 -0.1
H -0.451840 -2.224286 0.985192 0.0 0.1 -0.1
H 2.439894 -1.989381 -1.276912 -0.1 -0.1 0.0
H 1.450547 -1.938846 -2.765087 0.0 0.1 0.0
H 0.415243 -5.375902 -2.530048 0.0 0.0 0.0
H 0.303594 -3.896514 -3.497328 0.0 0.0 0.0
H 2.563240 -3.990726 0.022608 0.0 0.0 0.0
H 1.702143 -5.431203 -0.538088 0.0 0.0 0.0
```
Positions in Å, forces in eV/Å.

Here are the natural (NBO) charges for atoms 1 to 6, given in e: 0.71 -0.68 -0.05 -0.46 -0.07 -0.83



| no. | calculated total energy (eV) |
| --- | --- |
| 1 | -17013.409 |
| 2 | -245635.017 |
| 3 | -7324.505 |
| 4 | -120118.320 |
| 5 | -45746.888 |